{"formula": "C5O5SnTe4", "method": "ωB97M-V with the def2-TZVPD basis set", "largest_force_ha_per_bohr": 0.0073, "gap_ha": 0.2580, "de_lowest_kj_mol": 0.0, "e_tot_ev": -50426.81900, "homo_ev": -8.9309, "elements": ["Sn", "Te", "Te", "Te", "Te", "O", "C", "C", "O", "C", "C", "O", "C", "O", "O"], "xyz": [[-0.03752, -0.23060, 0.13286], [-1.83341, -2.10662, -0.61893], [-1.90327, -3.24173, 1.83056], [0.77024, -3.55097, 2.07024], [1.32900, -0.92469, 2.36020], [0.83542, 5.04133, -2.89525], [0.66590, 4.01796, -2.30749], [0.70075, 2.59978, -2.91059], [0.89995, 2.31153, -4.05871], [0.43119, 1.71702, -1.76750], [0.25756, 2.41397, -0.60424], [0.05698, 1.76607, 0.53527], [0.37543, 3.86502, -0.80135], [0.27341, 4.74885, 0.00445], [0.30492, 0.39710, -1.77690]], "atomic_forces_ev_per_a": [[0.009, 0.056, -0.033], [-0.083, 0.118, 0.021], [0.133, -0.049, 0.084], [-0.152, -0.061, -0.020], [0.106, 0.018, -0.099], [-0.004, 0.018, -0.012], [0.029, 0.012, -0.003], [-0.042, -0.028, -0.043], [0.013, -0.001, -0.004], [-0.195, 0.037, -0.014], [0.207, -0.024, 0.008], [-0.371, -0.019, -0.002], [-0.001, 0.015, 0.041], [-0.001, 0.008, 0.005], [0.352, -0.100, 0.071]]}